Record 1
CH13O5S | ωB97M-V/def2-TZVPD

Results
Strongest force on any atom in Eh/bohr: 0.0357
HOMO in eV: -3.75

Geometry as ORCA input:
```
! RIJCOSX wB97M-V def2-TZVPD def2/J DEFGRID3
* xyz -1 1
C -0.594 1.803 -2.498
S 0.395 0.586 -1.461
H -1.163 1.328 -3.290
H 0.142 2.466 -2.952
H -1.154 2.310 -1.724
H -0.556 -1.739 -1.450
H -1.059 -2.474 -0.303
O -0.437 -2.604 -1.032
H -1.400 0.013 -0.039
H -2.023 -0.214 1.336
O -2.110 -0.467 0.417
H 1.360 2.937 0.863
H 1.013 1.462 0.667
O 1.055 2.173 1.339
H 0.307 0.249 2.387
H 0.350 -1.216 2.440
O 0.003 -0.481 2.948
H 1.314 -2.077 0.293
H 2.723 -1.855 0.955
O 1.836 -2.201 1.106
*
```

=====

Record 2
C5H8O2 | ωB97M-V/def2-TZVPD

Results
Strongest force on any atom in Eh/bohr: 0.0197
HOMO in eV: -8.20

Geometry as ORCA input:
```
! RIJCOSX wB97M-V def2-TZVPD def2/J DEFGRID3
* xyz 0 1
C -1.461 0.182 0.685
C -1.457 0.619 -0.767
O -0.289 1.035 -1.214
C 0.940 1.071 -0.442
C 1.445 -0.341 -0.195
O 0.625 -1.107 0.663
C -0.744 -1.131 0.324
H -0.905 0.783 1.415
H -2.482 0.030 1.050
H -0.922 -1.201 -0.780
H 0.799 1.626 0.489
H 1.644 1.614 -1.079
H 1.567 -0.848 -1.165
H 2.428 -0.295 0.289
H -1.188 -2.038 0.729
*
```

=====

Record 3
C19H44CaNO2P2S | ωB97M-V/def2-TZVPD

Results
Strongest force on any atom in Eh/bohr: 0.0624
HOMO in eV: -9.67

Geometry as ORCA input:
```
! RIJCOSX wB97M-V def2-TZVPD def2/J DEFGRID3
* xyz 1 1
Ca 0.372 -0.411 -0.240
P 2.013 1.643 0.861
P -2.257 -1.290 -0.801
N -1.146 1.111 0.942
C 0.771 2.653 1.720
H 1.141 2.847 2.750
H 0.718 3.644 1.226
C -0.678 2.088 1.906
H -0.777 1.653 2.924
H -1.380 2.951 1.849
C -2.551 0.803 1.178
H -3.093 1.777 1.191
H -2.645 0.360 2.191
C -3.268 -0.118 0.139
H -3.852 0.503 -0.571
H -4.014 -0.699 0.726
C -2.737 -2.981 -0.140
C -1.691 -4.036 -0.520
H -1.881 -4.949 0.054
H -0.666 -3.719 -0.292
H -1.743 -4.287 -1.583
C -2.889 -1.170 -2.553
C -2.162 -2.139 -3.491
H -2.387 -1.864 -4.527
H -2.477 -3.178 -3.347
H -1.074 -2.082 -3.367
C 2.816 2.830 -0.334
C 3.933 2.159 -1.145
H 4.203 2.812 -1.984
H 3.609 1.200 -1.566
H 4.841 1.994 -0.552
C 3.315 1.220 2.147
C 4.288 0.147 1.619
H 4.715 -0.397 2.475
H 5.121 0.599 1.064
H 3.811 -0.601 0.971
C 2.016 -1.863 -1.758
C -4.415 -1.236 -2.740
H -4.815 -2.251 -2.598
H -4.964 -0.544 -2.078
H -4.649 -0.941 -3.777
C 3.276 4.175 0.246
H 3.547 4.839 -0.591
H 2.492 4.689 0.822
H 4.171 4.080 0.878
C 4.077 2.378 2.796
H 4.532 2.018 3.734
H 4.911 2.732 2.171
H 3.440 3.231 3.064
C -4.161 -3.475 -0.442
H -4.268 -3.850 -1.472
H -4.382 -4.330 0.222
H -4.943 -2.720 -0.253
H -2.687 -2.816 0.951
H 2.703 0.760 2.944
H -2.577 -0.139 -2.808
H 1.969 3.035 -1.016
O 2.785 -2.583 -2.202
H -1.200 1.649 0.108
H 0.012 0.998 -1.698
C 0.838 -1.999 4.283
S 1.693 -2.192 2.717
C 1.594 -3.943 2.475
O 0.635 -1.685 1.725
H 1.603 -1.963 5.068
H 0.178 -2.866 4.394
H 0.257 -1.068 4.250
H 2.314 -4.404 3.149
H 0.570 -4.251 2.689
H 1.851 -4.160 1.436
*
```

=====

Record 4
C6H16N | ωB97M-V/def2-TZVPD

Results
Strongest force on any atom in Eh/bohr: 0.0127
HOMO in eV: -14.98

Geometry as ORCA input:
```
! RIJCOSX wB97M-V def2-TZVPD def2/J DEFGRID3
* xyz 1 1
C 1.840 -0.884 -2.306
C 2.841 -0.212 -1.791
N 0.557 -1.047 -1.568
H 1.778 -1.281 -3.308
H 3.738 -0.094 -2.385
H 2.855 0.215 -0.798
H 0.433 -2.027 -1.297
H 0.532 -0.515 -0.688
H -0.232 -0.752 -2.145
C 0.591 1.454 0.632
C -0.760 1.163 1.274
C -1.398 -0.176 0.893
C -2.553 -0.564 1.800
H 1.333 0.708 0.939
H 0.947 2.420 0.979
H 0.527 1.496 -0.460
H -1.478 1.936 0.984
H -0.687 1.209 2.360
H -0.621 -0.961 0.922
H -1.728 -0.133 -0.156
H -2.177 -0.752 2.806
H -3.072 -1.460 1.467
H -3.269 0.257 1.845
*
```

=====

Record 5
C3H5NO2 | ωB97M-V/def2-TZVPD

Results
Strongest force on any atom in Eh/bohr: 0.0448
HOMO in eV: -8.44

Geometry as ORCA input:
```
! RIJCOSX wB97M-V def2-TZVPD def2/J DEFGRID3
* xyz 0 1
O -1.970 -0.563 -0.065
C -0.832 0.153 0.112
C 0.345 -0.670 0.426
N 1.433 0.167 0.059
C 0.727 1.022 -1.137
O 1.263 1.739 -1.921
H -2.741 -0.101 0.290
H -0.932 1.047 0.725
H 0.092 -0.749 1.499
H 0.301 -1.677 -0.018
H 2.313 -0.369 0.031
*
```

=====

Record 6
C2H13NO3 | ωB97M-V/def2-TZVPD

Results
SMILES: CCN.O.O.O
Strongest force on any atom in Eh/bohr: 0.0395
HOMO in eV: -10.25

Geometry as ORCA input:
```
! RIJCOSX wB97M-V def2-TZVPD def2/J DEFGRID3
* xyz 0 1
C -2.902 0.776 -1.009
C -1.506 0.349 -0.579
N -1.294 -0.530 0.607
H -3.646 0.339 -0.322
H -3.102 1.845 -1.072
H -3.269 0.602 -2.031
H -1.051 -0.227 -1.398
H -0.867 1.255 -0.498
H -1.814 -0.138 1.389
H -1.809 -1.358 0.356
H 0.617 1.989 1.352
H 1.052 3.376 1.715
O 0.255 2.872 1.505
H 4.913 -1.921 -0.703
H 4.347 -3.241 -0.319
O 4.364 -2.631 -1.075
H 2.315 -1.734 0.428
H 1.225 -0.725 0.771
O 2.171 -0.896 0.880
*
```

=====

- Which value of HOMO does entry 1 give?
  -3.75 eV

=====

- Which formula does entry 3 have?
  C19H44CaNO2P2S

=====

- What is the formula in the third record?
  C19H44CaNO2P2S

=====

Copy entry 1 word for word.
CH13O5S | ωB97M-V/def2-TZVPD

Results
Strongest force on any atom in Eh/bohr: 0.0357
HOMO in eV: -3.75

Geometry as ORCA input:
```
! RIJCOSX wB97M-V def2-TZVPD def2/J DEFGRID3
* xyz -1 1
C -0.594 1.803 -2.498
S 0.395 0.586 -1.461
H -1.163 1.328 -3.290
H 0.142 2.466 -2.952
H -1.154 2.310 -1.724
H -0.556 -1.739 -1.450
H -1.059 -2.474 -0.303
O -0.437 -2.604 -1.032
H -1.400 0.013 -0.039
H -2.023 -0.214 1.336
O -2.110 -0.467 0.417
H 1.360 2.937 0.863
H 1.013 1.462 0.667
O 1.055 2.173 1.339
H 0.307 0.249 2.387
H 0.350 -1.216 2.440
O 0.003 -0.481 2.948
H 1.314 -2.077 0.293
H 2.723 -1.855 0.955
O 1.836 -2.201 1.106
*
```